[1]
60
Properties=species:S:1:pos:R:3 method="wB97M-V/def2-TZVPD" lumo_ha=-0.0029 e_tot_ev=-57058.76791 charge=0
Zr 0.04349 -0.10574 0.16881
Si 0.38128 -2.13338 -1.66011
P 0.54573 1.09445 -2.13802
N -1.87891 -0.17378 -0.30382
H 1.40782 1.25797 0.49532
C 0.79181 2.90009 -1.98371
H 1.12933 3.32066 -2.94308
H 1.53769 3.07974 -1.20075
H -0.15090 3.37578 -1.68288
C 2.00253 0.65068 -3.16134
H 2.07271 1.35803 -3.99658
H 1.90930 -0.36785 -3.55174
H 2.91547 0.71006 -2.55711
C -0.81981 1.03947 -3.35644
H -0.55097 1.62653 -4.24554
H -1.72983 1.45289 -2.90389
H -1.02529 0.00327 -3.64563
C 2.02609 -3.06403 -1.70306
H 2.41247 -3.20098 -0.68284
H 2.77135 -2.54006 -2.31782
H 1.82023 -4.05077 -2.14998
H -0.59110 -3.20686 -1.27396
H 0.12590 -1.89162 -3.11324
C -3.18320 -0.14903 -0.55425
C -5.38806 0.81464 -0.14782
C -4.01720 0.84932 0.03813
C -3.79104 -1.12451 -1.41205
C -5.16295 -1.13731 -1.58444
C -5.96957 -0.17959 -0.95002
H -6.01866 1.56290 0.33243
H -3.53989 1.61475 0.64993
H -3.13194 -1.85036 -1.89713
H -5.62097 -1.89690 -2.21541
H -7.05191 -0.20859 -1.08539
C 2.98356 -0.30246 0.97272
O 1.95796 -1.06422 0.80325
C 3.13621 0.58448 2.15171
H 4.20950 0.75847 2.31832
H 2.68918 0.16009 3.06643
H 2.66976 1.56846 1.95168
C 4.20765 -0.47930 0.13510
H 4.65124 0.51098 -0.03657
H 4.03765 -0.97817 -0.82752
H 4.95329 -1.06858 0.70029
N -1.52741 -2.82184 1.54853
C -1.10220 -2.00668 2.54132
N -0.57814 -0.79623 2.33572
C -0.30422 -0.11768 3.52973
C 0.17129 1.19738 3.64817
C 0.42086 1.69561 4.93511
C 0.21406 0.89666 6.06763
C -0.26250 -0.41736 5.93968
C -0.53452 -0.91245 4.67112
S -1.15326 -2.50567 4.21965
H -1.96761 -3.69569 1.81201
H -1.74392 -2.42079 0.63177
H 0.34077 1.79897 2.75078
H 0.77947 2.71772 5.05796
H 0.41905 1.29989 7.05988
H -0.42820 -1.06189 6.79866

=====

[2]
62
Properties=species:S:1:pos:R:3 method="wB97M-V/def2-TZVPD" lumo_ha="-0.3719 / -0.4066" e_tot_ev=-162880.74037 charge=+3 multiplicity=2 s_squared=0.7904
Ir -0.33670 0.01615 -0.76309
C 2.64620 -2.96711 -0.82399
Si 0.81887 -2.77249 -0.98368
C 0.32466 -1.82825 -2.52709
C -0.14250 -4.32393 -0.80723
N 0.07366 -1.59447 0.22592
C -0.50029 -2.06474 1.37002
C 0.17784 -2.97158 2.22034
C -0.45418 -3.48627 3.32631
C -1.79104 -3.17293 3.58368
C -2.50741 -2.33264 2.73752
C -1.85117 -1.78245 1.66797
F -2.53048 -1.01633 0.78508
H 2.91515 -3.82373 -1.45267
H 2.97539 -3.21560 0.18465
H 3.22700 -2.12185 -1.18550
H 0.78654 -2.32189 -3.38848
H 0.66449 -0.77926 -2.59777
H -0.75591 -1.86780 -2.69002
H -0.03139 -4.89508 -1.73558
H -1.20984 -4.14088 -0.67201
H 0.21238 -4.96336 0.00239
H 1.21046 -3.22377 2.00233
H 0.07916 -4.15316 3.98976
H -2.28961 -3.60846 4.43977
H -3.55796 -2.12882 2.89981
C -2.69361 2.43629 0.36878
As -0.98347 1.69799 0.81105
C -1.00397 1.19956 2.66295
C 0.37853 3.01685 0.61146
C 0.16994 4.32038 1.04996
C 1.22616 5.22357 1.01306
C 2.47696 4.82505 0.56126
C 2.68607 3.52118 0.12617
C 1.62499 2.62386 0.14269
As 1.87888 0.82205 -0.39814
C 2.96457 -0.00293 0.96066
C 2.80795 0.81129 -2.07767
H -2.99780 3.14884 1.13584
H -3.41112 1.61822 0.34050
H -2.64179 2.94224 -0.59239
H -1.04237 2.10364 3.27210
H -0.09833 0.64758 2.90991
H -1.88643 0.60298 2.86002
H -0.79741 4.63831 1.41975
H 1.07042 6.24109 1.34564
H 3.29604 5.53148 0.54458
H 3.66760 3.22720 -0.22612
H 4.00479 -0.01587 0.63565
H 2.62128 -1.01264 1.14487
H 2.88344 0.59208 1.86887
H 3.73599 1.37652 -1.98678
H 2.17433 1.28057 -2.82815
H 3.04325 -0.21273 -2.35975
N -2.62625 1.76088 -4.01140
C -2.50422 1.04021 -2.90456
N -3.55256 0.32676 -2.46458
O -1.40023 1.03223 -2.27676
H -3.48377 1.81218 -4.53783
H -1.83592 2.28986 -4.34202
H -4.42694 0.29340 -2.96464
H -3.47832 -0.21948 -1.62342

=====

[3]
63
Properties=species:S:1:pos:R:3 method="wB97M-V/def2-TZVPD" lumo_ha=-0.0305 e_tot_ev=-47065.25864 charge=0 smiles="CC[C@@H](C)C1=C(CB(O)O)C(=O)C(COC(C)=O)=C(P(C)CC)C1=O.CNC(C)=O"
C -4.57801 0.48010 -2.68091
C -4.64104 0.14575 -1.18896
C -3.35363 0.50869 -0.44835
C -3.49089 0.51564 1.08818
C -2.14804 -0.30464 -0.85492
C -2.00455 -1.64034 -0.84538
C -3.00425 -2.67328 -0.43515
B -3.58681 -3.47073 -1.67845
O -4.22428 -4.67819 -1.48771
O -3.48396 -2.93457 -2.95214
C -0.70723 -2.18889 -1.32870
O -0.64673 -3.21697 -1.98776
C 0.51701 -1.40792 -0.98061
C 1.75544 -2.19001 -0.66858
O 2.83053 -1.74393 -1.49646
C 4.09457 -2.12750 -1.22418
C 4.32698 -3.26740 -0.27483
O 4.99429 -1.57091 -1.79696
C 0.39271 -0.06735 -0.97333
P 1.62134 1.24173 -0.54405
C 2.63961 0.47827 0.78706
C 2.75224 1.34854 -2.01402
C 2.04688 0.96610 -3.31600
C -0.96165 0.47609 -1.33439
O -1.08021 1.48939 -1.99416
H -5.58471 0.42571 -3.10039
H -3.91961 -0.19532 -3.22391
H -4.24994 1.51390 -2.80175
H -5.44586 0.74186 -0.74599
H -4.93349 -0.89731 -1.05518
H -3.12228 1.53453 -0.74603
H -3.34057 -0.47410 1.51575
H -2.73957 1.18825 1.50739
H -4.46621 0.91478 1.36666
H -3.80295 -2.26129 0.18061
H -2.50704 -3.42651 0.18848
H -5.06976 -4.70382 -1.94847
H -2.74870 -3.31786 -3.44318
H 1.56675 -3.25246 -0.83589
H 1.99063 -2.05556 0.38822
H 3.74668 -3.20127 0.64343
H 5.38297 -3.25431 -0.01525
H 4.10640 -4.21724 -0.76425
H 2.96267 1.28081 1.44393
H 3.51165 -0.02556 0.36576
H 2.04959 -0.21651 1.38096
H 3.65146 0.75580 -1.85160
H 2.99960 2.41020 -2.06556
H 1.87962 -0.10861 -3.36298
H 1.09964 1.49788 -3.41648
H 2.67526 1.23827 -4.16607
C 1.79783 3.79796 3.08966
C 1.99394 2.68157 4.09036
O 1.99875 1.50960 3.75031
N 2.16454 3.02822 5.39328
C 2.18606 4.35690 5.97296
H 1.67030 3.35951 2.10345
H 0.90971 4.38299 3.33094
H 2.66180 4.46362 3.07564
H 2.28907 2.23943 6.00768
H 3.14289 4.54629 6.46210
H 1.39152 4.46509 6.71300
H 2.04105 5.10689 5.20321

=====

[4]
60
Properties=species:S:1:pos:R:3 method="wB97M-V/def2-TZVPD" lumo_ha=0.0128 e_tot_ev=-44968.22373 charge=0 smiles="CN(CC1(O)CN(C(=O)C[C@@H]2C[C@@H](O)C2(C)C)C1)C(=O)C1(Cl)CCCCC1"
C -3.29229 -3.33334 -2.27748
N -2.33763 -2.71224 -1.35704
C -1.16250 -2.11900 -1.95701
C -1.42023 -0.79106 -2.66588
O -2.05318 -1.06627 -3.88874
C -2.06084 0.29075 -1.76345
N -0.74190 0.89594 -1.65372
C -0.37553 2.00959 -0.97368
O -1.16391 2.59435 -0.25051
C 1.08061 2.39519 -1.09323
C 1.85440 1.75578 0.05235
C 1.68698 2.32413 1.47697
C 3.17925 2.06302 1.71860
O 3.30982 0.81860 2.38686
C 3.38842 1.98720 0.17459
C 4.27128 0.87586 -0.35686
C 3.83106 3.34243 -0.35859
C -0.14068 0.09392 -2.71545
C -2.71389 -2.77162 -0.04223
O -3.79288 -3.26830 0.22794
C -1.89282 -2.22719 1.17107
Cl -1.62185 -3.72470 2.17606
C -2.84854 -1.29719 1.93395
C -2.26651 -0.73758 3.22537
C -0.93263 -0.04597 2.97319
C 0.03888 -1.02063 2.32168
C -0.52444 -1.56034 1.00628
H -3.53188 -4.33923 -1.93792
H -4.22235 -2.76634 -2.32172
H -2.84843 -3.36031 -3.26771
H -0.39244 -1.97433 -1.21552
H -0.76068 -2.81011 -2.70348
H -2.34187 -0.24087 -4.29219
H -2.78268 0.92670 -2.28611
H -2.50261 -0.04201 -0.82478
H 1.49317 2.07430 -2.05386
H 1.13985 3.48194 -1.03715
H 1.66608 0.67689 0.06328
H 1.44373 3.38622 1.46425
H 1.00852 1.81430 2.15623
H 3.75113 2.84116 2.23501
H 4.24268 0.58637 2.43443
H 5.32422 1.05324 -0.11984
H 3.98077 -0.09026 0.05765
H 4.19060 0.81532 -1.44556
H 4.86914 3.53398 -0.07774
H 3.76854 3.37957 -1.44847
H 3.22487 4.15784 0.04046
H 0.80322 -0.39445 -2.46233
H -0.03496 0.63026 -3.66355
H -3.08157 -0.46258 1.26028
H -3.77651 -1.83589 2.10991
H -2.98712 -0.04343 3.66212
H -2.13053 -1.55020 3.94374
H -1.09137 0.81480 2.31203
H -0.51456 0.33833 3.90607
H 0.99924 -0.54080 2.12032
H 0.23992 -1.85154 3.00129
H 0.18679 -2.26819 0.57693
H -0.63134 -0.71201 0.32291

=====

[5]
56
Properties=species:S:1:pos:R:3 method="wB97M-V/def2-TZVPD" lumo_ha=-0.0770 e_tot_ev=-26298.72707 charge=+1 smiles="CCCCN(C)C(=O)[C@H]1CC[N@H+](CCCc2ccccc2)CC1"
C -1.26109 -2.21343 2.07712
C -2.71661 -2.17434 1.62570
C -2.97767 -2.97461 0.34864
H -2.63401 -3.99963 0.49039
C -2.26884 -2.41837 -0.89009
N -2.64683 -1.03811 -1.16425
C -1.77606 -0.06862 -0.92546
O -0.61653 -0.31172 -0.54112
C -2.20622 1.38832 -1.10017
H -3.07254 1.44113 -1.75743
C -1.06502 2.22453 -1.71507
H -0.44985 1.58071 -2.34607
H -1.48155 3.00442 -2.35128
C -0.19440 2.87309 -0.63463
N -0.11841 1.95822 0.51805
C -1.40563 1.97096 1.24445
H -1.43863 1.07933 1.87442
C -2.58869 1.98346 0.26471
H -2.93115 3.00564 0.09845
H -3.42109 1.43218 0.70242
H -1.44756 2.85287 1.88889
C 1.05848 2.15254 1.39771
C 2.12288 1.08890 1.14304
H 2.92184 1.22825 1.87273
H 1.69508 0.09872 1.31256
C 2.72884 1.13568 -0.26427
C 3.81422 0.09739 -0.38284
C 5.14033 0.42367 -0.13785
C 6.12702 -0.54311 -0.22119
C 5.79484 -1.84703 -0.54587
C 4.47302 -2.18101 -0.78750
C 3.48810 -1.21322 -0.70502
H 2.45674 -1.47430 -0.89858
H 4.20988 -3.19641 -1.04312
H 6.56427 -2.60062 -0.61301
H 7.15618 -0.27710 -0.03400
H 5.40476 1.44130 0.11266
H 1.96265 0.92330 -1.01226
H 3.14719 2.12682 -0.45227
H 0.73318 2.08647 2.43757
H 1.46547 3.15307 1.23591
H -0.07910 0.95500 0.07962
H 0.80712 3.05426 -1.02335
H -0.61171 3.82715 -0.30256
C -3.99180 -0.82180 -1.65473
H -3.98193 -0.32914 -2.62851
H -4.58771 -0.23110 -0.95750
H -4.47361 -1.78803 -1.77672
H -1.18879 -2.44417 -0.74816
H -2.51907 -3.02530 -1.76333
H -4.05423 -3.00982 0.17011
H -3.03098 -1.13667 1.47786
H -3.34245 -2.59020 2.41692
H -1.14853 -1.69957 3.02936
H -0.60841 -1.73833 1.34920
H -0.93535 -3.24157 2.20974

=====

[6]
59
Properties=species:S:1:pos:R:3 method="wB97M-V/def2-TZVPD" lumo_ha=0.0204 e_tot_ev=-31890.98775 charge=0 smiles="O=C(NCCC1CCCC1)[C@H]1CCC(=O)N(CCCN2CCCC2=O)C1"
O -0.01470 -3.58464 -0.10370
C -0.07034 -2.46856 -0.58614
N 0.92755 -1.90009 -1.28029
H 0.83748 -0.94489 -1.59898
C 2.20869 -2.53526 -1.48180
C 3.37735 -1.64509 -1.05696
C 3.51295 -1.47877 0.45756
C 4.79571 -0.70356 0.84114
C 4.32603 0.57029 1.54740
H 4.14230 1.35924 0.81579
C 3.00668 0.15314 2.18653
H 3.19708 -0.46373 3.06639
H 2.39444 1.00385 2.48645
C 2.35786 -0.67933 1.08465
H 1.57203 -1.33322 1.45986
H 1.93008 -0.01178 0.33652
H 5.05297 0.93626 2.27148
H 5.40462 -1.30024 1.52080
H 5.40306 -0.47479 -0.03389
H 3.54491 -2.47632 0.90422
H 3.26129 -0.66328 -1.52248
H 4.29454 -2.09567 -1.44302
H 2.31891 -2.78543 -2.54454
H 2.19669 -3.46444 -0.90668
C -1.31629 -1.59270 -0.46190
C -2.49453 -2.21662 -1.22575
C -3.82921 -1.99661 -0.49571
C -3.87609 -0.69510 0.27539
O -4.78627 0.10828 0.19721
N -2.81923 -0.52851 1.10896
C -1.71339 -1.45211 1.01343
H -0.88211 -1.08164 1.61455
H -1.99091 -2.43941 1.40046
C -2.72557 0.69032 1.88077
H -3.74554 0.94338 2.18290
C -2.15517 1.86966 1.07936
H -2.58362 1.83268 0.07620
H -2.47659 2.80198 1.54663
C -0.62609 1.84384 0.98886
N -0.11892 2.70580 -0.04775
C 0.41253 2.25441 -1.19613
O 0.59309 1.08282 -1.47580
C 0.73832 3.45338 -2.06712
H -0.02923 3.52376 -2.84088
C 0.68118 4.63492 -1.09994
H 1.67235 4.82710 -0.68776
H 0.32073 5.54772 -1.56881
C -0.25933 4.14373 0.00584
H -1.29827 4.43377 -0.19349
H 0.01939 4.51394 0.99579
H 1.70195 3.33256 -2.55803
H -0.27542 0.84141 0.74180
H -0.18980 2.14260 1.94932
H -2.12378 0.50208 2.77272
H -3.98670 -2.80036 0.22762
H -4.66115 -2.01088 -1.19950
H -2.32448 -3.28996 -1.33050
H -2.54495 -1.78588 -2.22638
H -1.10250 -0.59829 -0.86107